Computed, not measured: a 2-piece molecular cluster, C3H7F2NS overall at a distorted geometry, with ωB97M-V/def2-TZVPD.

Results
Orbital gap (alpha / beta) ... 8.87 / 6.89 eV
Highest occupied orbital energy (alpha / beta) ... -8.1 / -6.6 eV
Energy ... -20981.481 eV
Total charge ... 0
E_LUMO (alpha / beta) ... 0.76 / 0.34 eV
ΔE to the lowest compared entry with this formula, charge and spin ... 57.1 kcal/mol

Each line ends with the Löwdin charge.
Geometry (Å):
C 1.34 -0.11 0.63  -0.554
C 0.42 0.64 -0.25  -0.294
C -1.83 -0.98 -0.39  -0.218
N -0.12 1.81 0.14  0.086
F -2.75 -0.07 -0.84  -0.041
F -2.04 -1.13 0.96  -0.046
S 2.79 -0.73 -0.31  0.694
H 0.88 -0.97 1.11  0.067
H 1.75 0.55 1.41  0.073
H 0.43 0.44 -1.30  0.089
H -1.95 -1.94 -0.89  0.083
H -0.83 2.21 -0.45  0.105
H -0.23 1.97 1.13  0.106
H 2.13 -1.69 -0.96  -0.151